Entry from the Open Molecules 2025 dataset: a molecular structure, C27H50Br4F6N7O7RbS2 (ωB97M-V with the def2-TZVPD basis set).

Last column: Löwdin charge in e.
Element x y z (Å)
O1 -0.81232 2.70790 -0.07336  -0.296
H1 -3.81958 -5.80860 1.40787  0.087
H2 -4.38952 5.65552 -1.19236  0.059
C1 1.29211 -0.92604 3.52182  -0.051
H3 -1.16646 3.10734 4.01589  0.017
N1 2.83387 -7.34456 -5.31912  0.124
H4 6.03699 -0.85215 -3.16644  0.095
C2 -3.04393 -5.28551 1.96720  -0.022
H5 -2.08583 -2.77631 -0.06713  0.114
Rb1 3.63924 -0.19433 0.83543  0.901
H6 -1.78786 5.26654 0.40909  0.083
S1 -0.00233 1.98094 0.92972  0.698
H7 0.26465 -8.75640 -4.23054  0.106
O2 -0.14029 0.85666 -1.88772  -0.296
C3 1.95271 -7.58755 -4.63644  -0.214
H8 -1.61977 3.73339 6.46931  0.036
H9 4.57905 7.17670 1.16635  0.035
O3 -3.32130 -4.34033 -0.67013  -0.010
C4 -0.22558 -6.83707 -3.54999  -0.272
C5 -2.26571 3.09980 5.86150  -0.584
H10 -1.88741 1.51077 4.45134  0.059
H11 2.04589 -0.22319 3.87665  0.075
C6 -3.52882 5.54627 1.61334  -0.238
C7 1.66657 -2.48606 5.26119  -0.069
H12 -3.50193 -5.03129 2.92308  0.084
H13 2.12435 7.77474 2.83460  0.052
C8 0.79152 -7.96400 -3.69894  -0.177
C9 2.58783 7.22064 2.01835  -0.648
F1 0.65509 4.26219 2.16415  0.128
H14 4.83051 0.19340 -5.03815  0.086
H15 -0.48567 -6.45334 -4.53651  0.109
C10 -3.43303 5.17215 -0.99344  -0.073
C11 -2.17694 -0.71545 -4.32497  -0.182
H16 1.38689 -5.50260 -2.96595  0.069
C12 1.29812 3.27918 1.52014  -0.600
C13 -2.63371 -3.70883 0.13887  -0.334
H17 2.00794 -1.63070 5.84422  0.094
H18 -2.45935 6.77877 0.29032  0.103
H19 -3.49743 4.48135 1.84365  0.089
C14 -4.68803 -0.49081 -3.78627  -0.097
O4 2.93591 -2.68880 2.02203  -0.103
C15 5.29907 -0.55654 -2.42066  -0.019
H20 -3.68025 -1.92069 -5.04682  0.103
H21 2.11770 6.24065 2.10021  0.012
N2 -6.17884 6.04492 1.52153  0.117
C16 -3.62819 -0.84762 -4.86266  -0.242
H22 -0.93193 -2.54728 1.90901  0.086
H23 3.66560 1.52152 -4.78457  0.095
H24 -1.59128 -3.58843 3.16933  0.085
C17 -2.76922 5.73456 0.33171  -0.253
N3 1.80425 -2.28359 3.86596  -0.163
H25 -2.72631 2.41694 6.57540  0.055
C18 2.50405 -3.04697 3.10328  -0.372
H26 1.20053 -0.84244 2.43890  0.042
C19 4.06454 0.59391 -4.37409  -0.022
H27 2.27654 -3.28054 5.69113  0.095
Br1 4.68976 5.74683 3.16215  0.623
C20 0.32370 -5.64383 -2.77159  -0.101
H28 -1.15177 -7.27502 -3.17788  0.111
H29 -0.16168 -4.75537 -3.17550  0.066
H30 4.65165 -1.43150 -2.36250  0.081
F2 0.41024 -2.12576 -2.38983  0.170
C21 -4.99953 5.91800 1.56928  -0.205
H31 4.47263 8.19453 2.69328  0.060
H32 3.82115 2.48388 -2.74506  0.149
H33 -3.92570 -0.28493 -5.74751  0.108
C22 -1.16646 -0.79870 -5.39862  -0.238
H34 -3.17306 6.21090 2.40062  0.094
H35 -3.61391 4.10062 -0.90849  0.073
O5 4.88339 1.83401 -1.09331  -0.111
C23 1.02861 -1.55116 -1.38487  -0.695
C24 -1.33065 -3.54122 2.11201  -0.086
C25 4.40294 1.69518 -2.24339  -0.329
H36 -5.66342 -0.32488 -4.24363  0.068
F3 1.24189 -2.35977 -0.37620  0.137
C26 4.13228 7.31218 2.15131  -0.670
S2 0.01271 0.02608 -0.71860  0.551
H37 0.21337 -5.77717 -1.69541  0.074
Br2 0.46893 1.88021 5.59106  0.593
H38 -2.08981 0.22550 -3.78172  0.107
N4 -0.42452 -0.87641 -6.27324  0.124
O6 -1.17409 -0.61635 -0.12902  -0.320
H39 3.27478 -0.13395 -4.56011  0.086
Br3 2.03629 8.17104 0.33768  0.566
H40 -1.85939 -1.55188 -3.70236  0.108
H41 0.30010 -0.62341 3.85713  0.077
F4 2.25764 2.75407 2.29299  0.106
H42 0.64050 -2.67474 5.57690  0.098
H43 -4.41040 0.49379 -3.41000  0.067
H44 5.69413 -0.28416 -1.44196  0.067
F5 2.20379 -1.20570 -1.83212  0.116
H45 -2.80841 5.46711 -1.83661  0.068
N5 0.93883 0.65519 0.36629  -0.404
N6 -2.41527 -4.06613 1.39085  -0.176
Br4 -3.66931 4.25369 4.90988  0.601
H46 -2.31155 -6.06226 2.18713  0.084
H47 1.16315 -8.28354 -2.72535  0.113
O7 -0.80074 1.65515 2.11416  -0.324
H48 -4.65541 -1.25748 -3.01215  0.075
C27 -1.35028 2.38741 4.81339  -0.607
N7 4.54628 0.59881 -2.97092  -0.161
H49 2.62982 -4.03655 3.56922  0.153
F6 1.81518 3.86193 0.39892  0.109
H50 -0.48070 -4.22271 2.14761  0.087

Values from the calculation:
**Total charge**: 0
**Max |F|**: 0.0934 Eh/bohr
**Kohn-Sham gap**: 8.712 eV